No. 1
Formula: C53H36HfIN4PS
Source: the Open Molecules 2025 dataset
Level of theory: ωB97M-V/def2-TZVPD

Values from the calculation:
- Energy above the lowest of the compared OMol25 structures with the same formula, charge and spin: 0.758 eV
- Energy: -91029.268 eV
- Maximum force: 1.4 eV/A
- Total charge: +2

Cartesian coordinates (Å):
Hf: 0.298 0.282 -0.037
C: 3.104 2.621 -2.823
C: 1.976 2.262 -2.089
N: 2.011 1.446 -1.050
C: 3.233 0.923 -0.670
C: 4.406 1.200 -1.386
C: 4.310 2.079 -2.480
C: 5.635 0.616 -0.997
C: 5.653 -0.189 0.092
C: 4.470 -0.456 0.825
C: 3.260 0.066 0.465
N: 2.006 -0.107 1.083
C: 1.786 -0.654 2.366
C: 2.530 -1.593 3.026
C: 2.286 -1.897 4.390
C: 1.293 -1.278 5.081
C: 0.437 -0.380 4.395
C: -0.642 0.277 5.019
C: -1.428 1.132 4.298
C: -1.179 1.279 2.932
N: -0.204 0.658 2.296
C: 0.655 -0.120 3.035
H: 3.000 3.307 -3.653
H: 1.018 2.667 -2.361
H: 5.210 2.320 -3.042
H: 6.536 0.828 -1.564
H: 6.585 -0.642 0.418
H: 4.562 -1.075 1.700
H: 3.300 -2.143 2.509
H: 2.924 -2.623 4.886
H: 1.136 -1.469 6.137
H: -0.835 0.098 6.075
H: -2.250 1.672 4.751
H: -1.817 1.925 2.345
I: -0.482 3.326 0.370
C: -0.398 4.531 -1.339
C: 0.135 5.739 -1.013
C: 0.140 6.787 -1.958
C: -0.434 6.576 -3.169
C: -0.988 5.315 -3.518
C: -1.615 5.188 -4.779
C: -2.203 4.020 -5.147
C: -2.098 2.907 -4.296
C: -1.458 2.944 -3.081
P: -1.251 1.235 -2.365
C: -0.462 0.332 -3.762
C: 0.354 0.984 -4.688
C: 1.023 0.266 -5.675
C: 0.877 -1.113 -5.759
C: 0.068 -1.773 -4.845
C: -0.585 -1.057 -3.851
C: -3.004 0.713 -2.311
C: -3.774 1.302 -1.307
C: -5.141 1.078 -1.240
C: -5.755 0.251 -2.173
C: -4.995 -0.343 -3.172
C: -3.625 -0.112 -3.247
C: -0.947 4.203 -2.614
H: 0.535 5.912 -0.019
H: 0.562 7.750 -1.690
H: -0.493 7.380 -3.899
H: -1.630 6.051 -5.438
H: -2.716 3.927 -6.099
H: -2.514 1.969 -4.644
H: 0.461 2.063 -4.664
H: 1.646 0.791 -6.391
H: 1.390 -1.669 -6.539
H: -0.058 -2.850 -4.904
H: -1.195 -1.594 -3.139
H: -3.308 1.965 -0.581
H: -5.728 1.548 -0.460
H: -6.827 0.081 -2.129
H: -5.469 -0.980 -3.911
H: -3.062 -0.564 -4.053
S: -2.683 -3.280 -0.837
C: -3.701 -2.235 0.099
C: -5.052 -2.394 0.394
C: -5.655 -1.446 1.198
C: -4.918 -0.364 1.689
C: -3.586 -0.209 1.371
C: -2.964 -1.155 0.564
N: -1.608 -1.175 0.161
C: -1.344 -2.264 -0.534
C: -0.033 -2.546 -1.138
C: 0.234 -3.808 -1.666
C: 1.427 -4.041 -2.324
C: 2.335 -2.999 -2.471
C: 2.053 -1.747 -1.949
C: 0.862 -1.473 -1.260
H: -5.609 -3.244 0.012
H: -6.704 -1.544 1.452
H: -5.401 0.367 2.329
H: -3.039 0.637 1.745
H: -0.482 -4.619 -1.558
H: 1.643 -5.023 -2.730
H: 3.271 -3.165 -2.994
H: 2.778 -0.966 -2.127

Results of the Löwdin charge analysis, in e, for atoms 1 through 2: Hf 1.494; C -0.010

No. 2
Formula: C53H37Cl4IMnN6
Source: the Open Molecules 2025 dataset
Level of theory: ωB97M-V/def2-TZVPD

Values from the calculation:
- Energy: -153996.727 eV
- Maximum force: 2.6 eV/A
- Total charge: +2
- Spin multiplicity: 2

Cartesian coordinates (Å):
Mn: 0.145 0.863 0.005
Cl: 2.951 -5.121 -6.671
C: 2.544 -3.982 -5.416
C: 1.450 -4.236 -4.620
C: 1.126 -3.315 -3.631
C: 1.913 -2.220 -3.329
C: 3.076 -1.994 -4.107
C: 3.338 -2.883 -5.137
C: 1.483 -1.219 -2.340
C: 1.728 -1.493 -0.964
C: 2.369 -2.669 -0.444
C: 2.684 -2.407 0.846
C: 2.125 -1.077 1.146
C: 2.192 -0.504 2.403
C: 3.008 -1.184 3.476
C: 4.320 -0.730 3.586
C: 5.221 -1.399 4.375
C: 4.805 -2.561 5.055
Cl: 5.946 -3.406 6.017
C: 3.449 -2.948 4.976
C: 2.551 -2.261 4.175
C: 1.408 0.630 2.717
N: 0.517 1.257 1.855
C: -0.244 2.093 2.672
C: -1.222 2.946 2.258
C: -2.128 3.703 3.219
C: -3.284 3.056 3.617
C: -4.099 3.675 4.523
C: -3.756 4.916 5.094
Cl: -4.835 5.664 6.205
C: -2.591 5.514 4.703
C: -1.816 4.988 3.673
C: -1.312 3.287 0.897
C: -2.179 4.310 0.418
C: -1.886 4.458 -0.908
C: -0.926 3.367 -1.213
N: -0.541 2.681 -0.072
C: -0.347 3.203 -2.467
C: 0.403 2.097 -2.798
C: 0.636 1.767 -4.151
C: 1.042 0.466 -4.142
C: 1.197 0.095 -2.728
N: 0.650 1.068 -1.967
C: -0.607 4.265 -3.477
C: -1.802 4.550 -4.073
C: -1.930 5.465 -5.095
C: -0.811 6.108 -5.541
Cl: -0.870 7.270 -6.859
C: 0.447 5.767 -5.029
C: 0.564 4.854 -4.001
C: 0.143 1.931 4.058
C: 1.174 1.102 4.125
N: 1.548 -0.562 0.058
H: 0.907 -5.144 -4.795
H: 0.192 -3.447 -3.078
H: 3.683 -1.107 -3.994
H: 4.178 -2.710 -5.782
H: 2.676 -3.475 -1.042
H: 3.336 -3.032 1.440
H: 4.649 0.106 2.935
H: 6.254 -1.110 4.456
H: 3.164 -3.830 5.550
H: 1.493 -2.619 4.072
H: -3.502 2.107 3.252
H: -5.059 3.203 4.791
H: -2.340 6.496 5.133
H: -0.942 5.529 3.300
H: -2.850 4.959 0.956
H: -2.214 5.242 -1.619
H: 0.381 2.384 -5.019
H: 1.266 -0.215 -4.924
H: -2.718 4.066 -3.702
H: -2.903 5.664 -5.481
H: 1.358 6.236 -5.443
H: 1.517 4.542 -3.677
H: -0.371 2.399 4.885
H: 1.639 0.814 5.076
C: -1.894 -1.669 -1.598
C: -2.198 -1.033 -0.243
C: -2.049 -2.026 0.898
C: -3.556 -0.322 -0.145
N: -1.119 -0.004 0.076
H: -2.760 -2.341 -1.750
H: -1.004 -2.327 -1.663
H: -1.883 -0.982 -2.467
H: -2.671 -2.892 0.644
H: -2.479 -1.614 1.820
H: -1.008 -2.355 1.082
H: -4.310 -1.158 -0.139
H: -3.783 0.316 -1.012
H: -3.672 0.133 0.851
I: -2.388 -5.511 -1.770
C: -1.366 -5.893 -0.018
C: -1.861 -6.810 0.848
C: -1.212 -6.981 2.048
C: -0.069 -6.262 2.282
N: 0.443 -5.382 1.449
C: -0.202 -5.226 0.321
H: -2.786 -7.349 0.642
H: -1.596 -7.711 2.759
H: 0.494 -6.444 3.179
H: 0.172 -4.459 -0.354

Results of the Löwdin charge analysis, in e, for atoms 1 through 2: Mn 0.782; Cl 0.714

No. 3
Formula: C53H40N3OP2Pt
Source: the Open Molecules 2025 dataset
Level of theory: ωB97M-V/def2-TZVPD

Values from the calculation:
- Energy: -83942.786 eV
- Maximum force: 0.6 eV/A
- Total charge: +1
- Spin multiplicity: 5

Cartesian coordinates (Å):
Pt: -0.218 -0.373 0.270
O: -0.614 -2.852 -1.597
C: -1.842 -3.199 -2.130
C: -2.351 -4.487 -2.092
C: -3.609 -4.740 -2.624
C: -4.357 -3.721 -3.185
C: -3.855 -2.431 -3.170
C: -2.603 -2.136 -2.630
P: -2.276 -0.357 -2.406
C: -0.538 -0.076 -2.609
C: 0.301 -0.956 -3.416
C: 1.654 -0.869 -3.324
C: 2.285 0.141 -2.534
C: 1.509 1.260 -2.039
C: 0.019 1.221 -2.182
C: -2.695 -0.219 -0.586
C: -3.403 0.925 -0.194
C: -3.952 1.025 1.072
C: -3.814 -0.022 1.981
C: -3.128 -1.165 1.614
C: -2.558 -1.270 0.344
C: 0.388 -3.764 -1.404
C: 0.611 -4.818 -2.284
C: 1.591 -5.753 -2.000
C: 2.353 -5.645 -0.842
C: 2.182 -4.543 -0.027
C: 1.228 -3.561 -0.313
P: 1.379 -1.987 0.585
C: 3.049 -1.431 0.154
C: 3.526 -0.298 0.806
C: 4.785 0.201 0.524
C: 5.584 -0.440 -0.415
C: 5.116 -1.569 -1.066
C: 3.851 -2.064 -0.788
C: 1.468 -2.571 2.301
C: 2.573 -2.410 3.128
C: 2.518 -2.843 4.447
C: 1.369 -3.441 4.938
C: 0.265 -3.613 4.112
C: 0.313 -3.176 2.802
H: -1.788 -5.292 -1.644
H: -3.996 -5.748 -2.595
H: -5.330 -3.920 -3.609
H: -4.448 -1.620 -3.571
H: -0.163 -1.716 -4.028
H: 2.277 -1.563 -3.872
H: 3.358 0.157 -2.428
H: 1.966 2.238 -2.186
H: -0.494 2.094 -2.569
H: -3.552 1.722 -0.913
H: -4.513 1.908 1.342
H: -4.265 0.050 2.960
H: -3.039 -1.991 2.307
H: -2.166 -2.232 0.031
H: 0.006 -4.913 -3.173
H: 1.752 -6.574 -2.683
H: 3.096 -6.389 -0.601
H: 2.823 -4.419 0.837
H: 2.905 0.195 1.540
H: 5.142 1.082 1.036
H: 6.570 -0.057 -0.636
H: 5.733 -2.063 -1.803
H: 3.496 -2.931 -1.323
H: 3.477 -1.950 2.751
H: 3.379 -2.716 5.085
H: 1.332 -3.779 5.963
H: -0.628 -4.088 4.490
H: -0.551 -3.300 2.160
C: 0.632 1.304 -0.776
C: 0.609 2.621 -0.071
C: 1.454 2.845 1.022
C: 1.500 4.070 1.662
C: 0.694 5.115 1.232
C: -0.172 4.907 0.171
C: -0.218 3.675 -0.468
H: 2.090 2.046 1.369
H: 2.180 4.214 2.491
H: 0.737 6.076 1.724
H: -0.807 5.710 -0.178
H: -0.898 3.553 -1.296
N: -4.819 7.200 6.099
C: -4.210 6.320 5.687
C: -3.448 5.219 5.171
C: -3.304 4.060 5.930
C: -2.572 2.998 5.430
C: -1.975 3.111 4.180
C: -2.108 4.266 3.419
C: -2.854 5.319 3.915
N: -1.228 2.017 3.665
C: -0.520 1.079 4.382
C: -0.032 0.187 3.484
N: -0.434 0.562 2.224
C: -1.129 1.670 2.370
H: -3.775 3.987 6.899
H: -2.490 2.086 6.001
H: -1.610 4.361 2.466
H: -2.964 6.225 3.336
H: -0.407 1.142 5.445
H: 0.573 -0.680 3.660
H: -1.583 2.229 1.572

Results of the Löwdin charge analysis, in e, for atoms 1 through 2: Pt 0.999; O -0.069

No. 4
Formula: C53H40N9O4RuS3
Source: the Open Molecules 2025 dataset
Level of theory: ωB97M-V/def2-TZVPD

Values from the calculation:
- Energy above the lowest of the compared OMol25 structures with the same formula, charge and spin: 6.916 eV
- Energy: -112283.596 eV
- Maximum force: 2.5 eV/A
- Total charge: +2
- Spin multiplicity: 2

Cartesian coordinates (Å):
Ru: -0.921 -0.154 0.124
C: 1.158 -0.125 -4.158
O: -0.229 0.220 -4.183
C: -0.700 0.026 -2.946
N: 0.156 -0.362 -2.058
C: 1.453 -0.461 -2.675
C: 2.486 0.518 -2.000
C: 2.559 0.279 -0.537
C: 3.712 -0.062 0.093
C: 4.919 -0.189 -0.609
C: 4.939 0.067 -1.987
C: 3.812 0.406 -2.667
C: -2.099 0.145 -2.603
C: -3.117 0.464 -3.486
C: -4.440 0.448 -3.035
C: -4.701 0.094 -1.721
C: -3.642 -0.200 -0.868
N: -2.343 -0.164 -1.305
C: -3.772 -0.581 0.506
N: -2.713 -0.677 1.269
C: -3.120 -1.164 2.573
C: -4.657 -1.348 2.395
O: -4.940 -0.875 1.078
C: -2.402 -2.438 2.956
C: -2.265 -2.788 4.294
C: -1.631 -3.970 4.640
C: -1.107 -4.794 3.657
C: -1.236 -4.441 2.326
C: -1.891 -3.274 1.973
H: 1.727 0.726 -4.537
H: 1.318 -0.994 -4.800
H: 1.854 -1.472 -2.552
H: 1.636 0.422 0.010
H: 3.704 -0.220 1.162
H: 5.827 -0.444 -0.087
H: 5.878 0.005 -2.517
H: 3.846 0.618 -3.724
H: -2.873 0.708 -4.507
H: -5.244 0.692 -3.710
H: -5.707 0.052 -1.335
H: -2.912 -0.400 3.335
H: -5.239 -0.772 3.116
H: -4.963 -2.395 2.457
H: -2.665 -2.146 5.064
H: -1.549 -4.251 5.677
H: -0.616 -5.715 3.928
H: -0.841 -5.084 1.555
H: -2.008 -3.008 0.928
N: 0.671 6.750 -5.624
C: 0.710 5.885 -4.595
C: 1.279 6.252 -3.359
C: 1.376 5.339 -2.335
C: 0.882 4.055 -2.511
C: 0.267 3.680 -3.698
C: 0.193 4.581 -4.733
S: 1.230 2.834 -1.283
O: 2.127 3.275 -0.272
O: 1.930 1.848 -2.292
N: -0.013 1.965 -0.697
C: -0.895 2.758 -0.084
N: -1.919 2.161 0.547
C: -2.813 2.958 1.118
C: -2.691 4.338 1.097
C: -1.578 4.854 0.443
N: -0.696 4.077 -0.153
H: 0.990 7.698 -5.517
H: 0.255 6.476 -6.498
H: 1.655 7.255 -3.231
H: 1.835 5.587 -1.393
H: -0.136 2.688 -3.808
H: -0.252 4.288 -5.672
H: -3.646 2.471 1.610
H: -3.422 4.977 1.562
H: -1.379 5.915 0.389
S: 1.077 -4.172 -3.689
C: 1.967 -5.298 -4.617
C: 2.865 -5.992 -3.862
C: 2.853 -5.614 -2.511
C: 1.931 -4.630 -2.227
C: 1.652 -3.943 -0.998
C: 0.576 -3.021 -0.963
N: 0.357 -2.195 0.022
C: 1.145 -2.254 1.119
C: 2.130 -3.269 1.272
C: 2.806 -3.360 2.526
C: 2.513 -2.517 3.547
C: 1.566 -1.456 3.397
C: 1.198 -0.594 4.425
C: 0.279 0.440 4.175
C: -0.167 0.599 2.854
N: 0.122 -0.236 1.872
C: 0.938 -1.296 2.135
C: -0.215 1.309 5.207
C: -1.206 2.268 5.119
C: -1.469 2.903 6.338
C: -0.683 2.434 7.355
S: 0.390 1.214 6.840
C: 2.393 -4.093 0.178
H: 1.771 -5.387 -5.668
H: 3.513 -6.746 -4.267
H: 3.494 -6.056 -1.773
H: -0.119 -2.981 -1.791
H: 3.553 -4.130 2.646
H: 3.004 -2.621 4.502
H: 1.603 -0.730 5.415
H: -0.780 1.451 2.586
H: -1.735 2.508 4.215
H: -2.208 3.672 6.471
H: -0.682 2.745 8.381
H: 3.170 -4.839 0.244

Results of the Löwdin charge analysis, in e, for atoms 1 through 2: Ru 1.253; C -0.050

Q: Which value of total charge does entry 1 give?
A: +2

Q: Among the records above, which one has the highest maximum force?
A: C53H37Cl4IMnN6

Q: Look up the total charge of the second one.
A: +2